A 2-piece molecular cluster, C9H14O overall. Source: the Open Molecules 2025 dataset; level of theory: ωB97M-V with the def2-TZVPD basis set.

The value obtained for the LUMO energy is 0.811 eV. The total energy is -11607.4211 eV. For the relative energy (zero: lowest compared OMol25 entry of this formula, charge and spin), the calculation gives 5.0 kcal/mol. The SMILES is Cc1ccc(O)cc1.CC. As for the frontier orbital gap: 9.3 eV.

Geometry (Å):
C1 -1.013 -1.037 2.844
C2 -0.633 -1.052 1.373
C3 -1.527 -1.321 0.349
C4 -1.130 -1.210 -0.977
C5 0.193 -0.936 -1.287
O1 0.533 -0.867 -2.616
C6 1.110 -0.714 -0.270
C7 0.688 -0.750 1.050
H1 -2.089 -0.951 2.963
H2 -0.566 -0.158 3.301
H3 -0.721 -1.951 3.360
H4 -2.544 -1.627 0.552
H5 -1.807 -1.286 -1.818
H6 1.376 -0.392 -2.677
H7 2.134 -0.543 -0.587
H8 1.419 -0.464 1.800
C8 1.287 3.591 -0.265
C9 0.099 2.644 -0.191
H9 1.244 4.188 -1.179
H10 1.373 4.215 0.624
H11 2.199 2.996 -0.418
H12 -0.839 3.173 -0.009
H13 0.125 1.940 0.640
H14 0.004 2.073 -1.120

Cartesian forces, eV/Å:
C -0.4 0.0 -0.6
C 0.4 0.0 0.9
C 0.1 0.0 -0.4
C 0.2 0.0 -0.3
C -0.3 0.1 0.1
O 0.4 0.3 0.2
C -0.1 -0.3 -0.5
C 0.3 0.3 -0.5
H -0.2 0.0 0.0
H 0.1 -0.1 0.3
H 0.2 0.1 0.1
H -0.1 0.2 0.2
H -0.2 -0.3 0.2
H -0.3 -0.3 -0.1
H 0.1 0.2 0.4
H -0.2 -0.2 0.2
C 0.3 -0.7 -0.5
C -0.6 0.1 0.1
H -0.2 0.3 0.3
H 0.1 0.1 -0.1
H 0.0 0.2 0.4
H 0.0 0.2 -0.3
H 0.4 -0.1 0.0
H -0.1 0.0 0.2


A 2-piece molecular cluster, C9H14O overall. Source: the Open Molecules 2025 dataset; level of theory: ωB97M-V with the def2-TZVPD basis set.

The value obtained for the LUMO energy is 0.917 eV. The total energy is -11607.0031 eV. For the relative energy (zero: lowest compared OMol25 entry of this formula, charge and spin), the calculation gives 14.6 kcal/mol. The SMILES is Cc1ccccc1.CCO. As for the frontier orbital gap: 9.7 eV.

Geometry (Å):
C1 -1.258 -2.236 0.821
C2 -1.667 -0.798 0.618
C3 -0.736 0.205 0.440
C4 -1.166 1.504 0.204
C5 -2.524 1.818 0.250
C6 -3.454 0.834 0.598
C7 -3.015 -0.471 0.773
H1 -2.086 -2.945 0.726
H2 -0.988 -2.407 1.870
H3 -0.506 -2.632 0.142
H4 0.323 -0.018 0.418
H5 -0.466 2.302 -0.013
H6 -2.861 2.803 -0.040
H7 -4.478 1.163 0.720
H8 -3.671 -1.274 1.080
C8 3.989 0.627 -1.175
C9 2.496 0.420 -0.860
O1 2.287 -0.860 -0.257
H9 4.111 1.452 -1.868
H10 4.379 -0.336 -1.501
H11 4.507 0.815 -0.233
H12 2.024 1.114 -0.174
H13 1.945 0.421 -1.810
H14 2.815 -1.502 -0.729

Cartesian forces, eV/Å:
C -0.5 -0.7 0.6
C -0.3 -0.7 0.5
C 0.2 0.4 -0.5
C -0.5 0.3 0.1
C 0.2 -0.5 -0.1
C 0.5 0.5 -0.2
C 0.1 0.2 0.0
H -0.3 0.4 -0.3
H 0.6 0.2 -0.2
H 0.4 0.4 0.1
H -0.2 -0.2 0.0
H 0.1 -0.1 0.0
H 0.0 0.1 0.3
H -0.2 -0.4 0.0
H -0.3 0.1 -0.2
C -0.9 0.0 1.4
C 0.2 -1.0 -0.9
O 0.0 0.2 0.4
H 0.3 -0.1 -0.2
H 0.1 0.2 -0.7
H 0.2 0.3 -0.1
H 0.3 0.4 0.0
H -0.1 0.3 0.1
H 0.1 -0.2 -0.2


A 2-piece molecular cluster, C9H14O overall. Source: the Open Molecules 2025 dataset; level of theory: ωB97M-V with the def2-TZVPD basis set.

The value obtained for the LUMO energy is 0.898 eV. The total energy is -11606.2927 eV. For the relative energy (zero: lowest compared OMol25 entry of this formula, charge and spin), the calculation gives 31.0 kcal/mol. The SMILES is Cc1ccc(O)cc1.CC. As for the frontier orbital gap: 9.3 eV.

Geometry (Å):
C1 1.977 2.016 -1.506
C2 1.425 0.703 -0.999
C3 1.103 0.466 0.315
C4 0.518 -0.687 0.818
C5 0.208 -1.608 -0.181
O1 -0.698 -2.580 0.257
C6 0.656 -1.537 -1.500
C7 1.231 -0.313 -1.923
H1 1.588 2.454 -2.427
H2 3.083 1.893 -1.500
H3 2.041 2.883 -0.756
H4 1.453 1.268 1.002
H5 0.310 -0.929 1.838
H6 -0.694 -3.275 -0.436
H7 0.626 -2.319 -2.248
H8 1.723 -0.210 -2.874
C8 -2.339 2.134 1.840
C9 -2.897 0.661 2.054
H9 -1.377 1.918 1.329
H10 -3.080 2.703 1.262
H11 -1.961 2.579 2.762
H12 -2.280 -0.128 1.575
H13 -3.043 0.532 3.093
H14 -3.848 0.594 1.461

Cartesian forces, eV/Å:
C 2.1 1.4 2.1
C -0.8 0.5 -1.3
C 0.9 1.5 2.2
C 0.6 0.3 -2.4
C -1.3 -1.1 0.8
O 1.1 -0.7 -1.3
C 0.6 1.7 -0.3
C 0.3 -1.3 1.2
H 0.1 -0.6 0.0
H -0.4 -0.1 -1.1
H -1.1 -1.3 -0.6
H -0.6 -0.6 -0.2
H -0.2 0.2 0.4
H -0.3 0.4 0.7
H -0.5 -0.3 0.3
H -0.4 -0.1 -0.5
C 1.1 -2.3 -0.4
C -0.5 1.1 -2.1
H -0.7 0.9 -0.5
H 0.8 0.2 0.3
H -0.8 0.3 0.1
H 0.0 0.6 0.7
H -0.4 -0.8 0.9
H 0.5 -0.1 1.0


A 2-piece molecular cluster, C9H14O overall. Source: the Open Molecules 2025 dataset; level of theory: ωB97M-V with the def2-TZVPD basis set.

The value obtained for the LUMO energy is 0.862 eV. The total energy is -11606.3168 eV. For the relative energy (zero: lowest compared OMol25 entry of this formula, charge and spin), the calculation gives 30.4 kcal/mol. The SMILES is Cc1ccc(O)cc1.CC. As for the frontier orbital gap: 9.4 eV.

Geometry (Å):
C1 -1.327 -2.901 1.480
C2 -1.285 -1.454 1.039
C3 -2.066 -0.979 -0.005
C4 -2.116 0.383 -0.260
C5 -1.045 1.170 0.154
O1 -1.077 2.480 -0.274
C6 -0.153 0.702 1.102
C7 -0.277 -0.630 1.532
H1 -0.986 -2.946 2.515
H2 -0.723 -3.548 0.856
H3 -2.386 -3.162 1.550
H4 -2.839 -1.551 -0.502
H5 -2.851 0.778 -0.939
H6 -0.230 2.804 -0.612
H7 0.740 1.266 1.296
H8 0.154 -0.847 2.503
C8 2.286 1.195 -2.176
C9 2.232 0.882 -0.663
H9 1.793 2.132 -2.455
H10 3.313 1.368 -2.494
H11 1.784 0.427 -2.755
H12 3.265 0.796 -0.290
H13 1.827 -0.112 -0.533
H14 1.968 1.746 -0.067

Cartesian forces, eV/Å:
C -0.9 1.1 0.9
C 1.5 -0.8 -0.7
C -1.4 0.9 0.6
C 1.3 -0.6 -0.7
C -0.8 0.6 0.4
O 0.2 0.4 -0.2
C 0.0 -1.0 -0.9
C -1.2 1.4 0.9
H 0.3 -0.2 -0.1
H -0.2 -0.2 -0.1
H 0.2 -0.6 -0.4
H 0.1 -0.5 0.2
H -0.1 0.2 -0.2
H -0.1 -0.4 0.3
H -0.2 0.3 0.8
H 0.7 -0.6 -0.4
C -0.1 0.8 0.2
C 2.3 0.2 -1.0
H -0.2 -0.1 0.3
H 0.0 -0.4 -0.3
H 0.3 -0.2 -0.2
H 0.1 -0.3 -0.3
H -0.8 0.4 0.7
H -1.1 -0.3 0.0